Record 1
{"formula": "C6H9F6N3", "method": "ωB97M-V/def2-TZVPD", "charge": 0, "relative_energy_kj_mol": 95.3, "smiles": "FN(F)C1=CCCC[C@@H](N(F)F)N1F.F", "species": ["C", "C", "C", "C", "C", "C", "N", "N", "N", "F", "F", "F", "F", "F", "F", "H", "H", "H", "H", "H", "H", "H", "H", "H"], "coordinates": [[-1.64666, 0.13321, 0.82609], [-0.57036, 0.56582, 1.86092], [-1.33607, -1.35865, 0.39111], [0.81282, 1.02836, 1.29917], [-0.32680, -1.52250, -0.65594], [1.42095, 0.30040, 0.41174], [-0.81515, -1.30143, -1.97432], [0.96496, -0.78234, -0.40992], [2.81477, 0.54052, -0.03779], [0.10215, -1.82562, -2.90091], [-0.75314, 0.10495, -2.27318], [2.02140, -1.82898, -0.35155], [-0.53570, 2.92350, -1.77249], [2.92818, 1.02093, -1.35855], [3.21257, 1.60004, 0.66015], [-2.66804, 0.02254, 1.44187], [-1.77544, 0.89071, -0.04813], [-1.00093, 1.40495, 2.41818], [-0.30088, -0.13026, 2.62675], [-1.06442, -1.81812, 1.37618], [-2.22084, -1.71922, 0.01837], [-0.39937, 2.23082, -2.50459], [1.08926, 2.05384, 1.64583], [0.04674, -2.53347, -0.68897]], "atomic_forces_ev_per_a": [[-1.08, -0.68, 0.80], [0.42, 2.08, -0.99], [0.09, 2.77, 2.24], [-2.91, 1.14, 1.43], [3.90, 0.81, 1.25], [1.10, -1.22, -3.24], [-0.71, 0.94, -2.29], [1.03, -0.95, 0.17], [-0.21, -1.08, -0.16], [-0.39, 0.50, 1.01], [0.01, -1.32, 0.56], [-1.40, 1.00, 0.04], [0.48, -2.61, -2.76], [-0.97, -0.29, 0.38], [0.88, 1.64, 1.07], [2.09, 0.56, -1.52], [0.27, -1.36, 1.63], [0.25, 0.06, -0.12], [-0.41, -1.09, 0.33], [-0.04, -0.23, -1.29], [-2.19, -1.40, -0.69], [-0.46, 2.60, 2.83], [0.44, -1.34, -0.57], [-0.18, -0.54, -0.09]], "nbo_charge": [-0.402, -0.445, -0.431, -0.201, 0.013, 0.204, 0.327, -0.072, 0.307, -0.216, -0.269, -0.271, -0.574, -0.238, -0.211, 0.220, 0.248, 0.222, 0.219, 0.232, 0.232, 0.575, 0.257, 0.276]}

Record 2
{"formula": "C3H3N5", "method": "ωB97M-V/def2-TZVPD", "charge": 0, "relative_energy_kj_mol": 316.8, "smiles": "[H]/N=c1\\cnnncn1", "species": ["C", "C", "C", "H", "H", "H", "N", "N", "N", "N", "N"], "coordinates": [[-1.09936, 0.07790, 0.02158], [-0.54268, -1.18234, -0.41711], [0.74347, 1.40492, -0.23495], [-2.45694, -0.77078, 0.58557], [-1.16890, -1.84708, -0.95670], [1.15842, 2.37827, -0.46340], [-2.26551, 0.21626, 0.57466], [0.68684, -1.51947, -0.29813], [1.54187, -0.70551, 0.47703], [1.61217, 0.52556, 0.40058], [-0.45268, 1.25984, -0.49451]], "atomic_forces_ev_per_a": [[-2.06, 3.10, -0.26], [1.89, -0.30, -0.13], [1.93, 0.38, -0.75], [-1.55, -0.76, 1.04], [-0.61, -0.72, -0.45], [0.59, -0.12, -0.18], [2.62, -0.72, -1.18], [-0.53, 0.81, 0.00], [0.26, -0.67, -0.07], [0.57, 0.17, 1.19], [-3.12, -1.17, 0.78]], "nbo_charge": [0.277, 0.029, 0.233, 0.320, 0.212, 0.198, -0.503, -0.232, 0.059, -0.211, -0.382]}

Record 3
{"formula": "C29H60BrN3O8P", "method": "ωB97M-V/def2-TZVPD", "charge": 1, "species": ["C", "C", "C", "C", "N", "C", "O", "C", "C", "Br", "C", "C", "C", "N", "N", "P", "C", "O", "H", "H", "H", "H", "H", "H", "H", "H", "H", "H", "H", "H", "C", "C", "C", "O", "H", "H", "H", "H", "H", "H", "H", "H", "C", "C", "C", "O", "H", "H", "H", "H", "H", "H", "H", "H", "C", "C", "C", "O", "H", "H", "H", "H", "H", "H", "H", "H", "C", "C", "C", "O", "H", "H", "H", "H", "H", "H", "H", "H", "C", "C", "C", "O", "H", "H", "H", "H", "H", "H", "H", "H", "C", "C", "C", "O", "H", "H", "H", "H", "H", "H", "H", "H"], "coordinates": [[-1.86012, 1.50050, 6.75880], [-1.48073, 0.28329, 6.38599], [-1.41009, -1.17481, 5.68107], [-2.11581, -2.32666, 6.47797], [-2.79285, -2.19808, 7.80247], [-1.97738, -2.85208, 8.64201], [-1.15711, -3.46526, 9.38577], [-2.03636, -3.71619, 5.65344], [-2.71531, -5.07263, 6.17658], [-1.79166, -6.69878, 5.47423], [-4.24751, -5.14763, 5.60013], [-4.94713, -3.70180, 5.40601], [-1.23657, -3.50406, 4.31138], [-0.60720, -2.35848, 3.74465], [-0.71462, -1.20823, 4.42123], [0.00471, 0.29620, 3.74358], [1.53652, 0.83092, 4.73171], [0.60092, -0.01247, 2.13432], [-2.40271, 2.50226, 6.99019], [-2.74744, -5.09920, 7.33458], [-4.92381, -5.75587, 6.30694], [-4.26031, -5.65895, 4.55112], [-6.08660, -3.84304, 5.29269], [-4.80841, -2.99610, 6.32461], [-4.56664, -3.15773, 4.44580], [-1.13688, -4.46894, 3.66119], [1.43004, 0.70454, 5.87322], [2.44683, 0.21156, 4.34456], [1.74577, 1.95803, 4.52154], [-0.06658, -0.53269, 1.62346], [-5.02073, 1.35090, 4.71881], [-4.51771, 1.74568, 3.33915], [-5.18062, 0.91766, 2.25031], [-3.10420, 1.56138, 3.27870], [-4.79207, 0.30088, 4.93294], [-4.52700, 1.94585, 5.49274], [-6.10114, 1.49657, 4.80178], [-4.71573, 2.80740, 3.16569], [-4.95752, -0.14757, 2.37810], [-4.80099, 1.20411, 1.26535], [-6.26581, 1.05011, 2.25897], [-2.91818, 0.62404, 3.43083], [-2.98465, 3.29727, -2.04812], [-4.21732, 2.41327, -1.94312], [-4.83018, 2.15273, -3.31010], [-5.18259, 3.04413, -1.10380], [-3.23831, 4.27348, -2.47437], [-2.56140, 3.48593, -1.05704], [-2.21754, 2.83224, -2.67344], [-3.94864, 1.46209, -1.47328], [-5.14873, 3.08892, -3.78049], [-5.72190, 1.52587, -3.21832], [-4.11831, 1.65366, -3.97340], [-5.42748, 3.88749, -1.51093], [6.19238, 0.18198, 1.63960], [4.79615, -0.06840, 2.18568], [3.76110, -0.09062, 1.07517], [4.46175, 0.95518, 3.11936], [6.24655, 1.15172, 1.13498], [6.92457, 0.20731, 2.45242], [6.48355, -0.59666, 0.93058], [4.77744, -1.02111, 2.72402], [3.72891, 0.86984, 0.55049], [2.76109, -0.25963, 1.48676], [3.97870, -0.87754, 0.34834], [4.47549, 1.80332, 2.65286], [0.82206, 1.51699, -3.32452], [0.78502, 2.42347, -4.54472], [1.91638, 2.10201, -5.50754], [0.88984, 3.78314, -4.12751], [1.75802, 1.64488, -2.76998], [0.00994, 1.76712, -2.63518], [0.72699, 0.46576, -3.61075], [-0.17561, 2.31237, -5.05633], [2.89109, 2.25069, -5.02964], [1.88466, 2.76865, -6.37396], [1.85381, 1.06875, -5.85875], [1.73766, 3.89145, -3.67338], [1.12417, 0.65774, -10.08588], [1.35021, -0.07826, -8.77482], [1.27305, -1.58493, -8.96508], [0.36635, 0.33038, -7.82648], [0.13072, 0.43832, -10.49117], [1.17073, 1.73976, -9.93205], [1.87436, 0.37763, -10.83040], [2.32882, 0.19103, -8.36598], [0.28479, -1.88261, -9.33130], [1.42565, -2.10088, -8.01261], [2.02767, -1.93232, -9.67603], [-0.50406, 0.09617, -8.17944], [7.49407, -0.48095, -2.85783], [6.09832, -0.73084, -2.30903], [5.06176, -0.75373, -3.42151], [5.76656, 0.29368, -1.37362], [7.54756, 0.48915, -3.36314], [8.22716, -0.45533, -2.04629], [7.78480, -1.26040, -3.56737], [6.08019, -1.68299, -1.76989], [5.03046, 0.20695, -3.94653], [4.06156, -0.92247, -3.01155], [5.27956, -1.54132, -4.14804], [5.77999, 1.14097, -1.84189]], "atomic_forces_ev_per_a": [[1.14, -6.71, -2.41], [-2.63, 4.70, 0.50], [-0.80, 2.05, 2.66], [1.82, -2.09, -4.59], [4.91, -2.68, 1.24], [2.91, -1.61, 1.60], [-6.32, 4.51, -5.19], [1.63, 4.42, -0.18], [-1.05, 1.05, -0.57], [-0.22, 1.09, 0.64], [-0.69, 0.61, -0.61], [-0.21, 0.39, 0.10], [-0.61, -0.20, 0.65], [-2.28, -2.77, 2.48], [-1.03, -3.13, 3.68], [-0.02, 3.19, -2.13], [1.48, -0.91, -0.14], [-1.04, -1.05, 2.78], [1.62, -2.28, -0.36], [0.35, 0.05, -2.10], [1.42, 0.77, -1.01], [0.24, 0.80, 2.05], [1.86, 0.12, 0.09], [-0.16, -1.32, -1.63], [-0.62, -0.99, 1.79], [-0.05, 2.11, 1.25], [-0.13, 0.05, -1.90], [-1.42, 1.27, 0.79], [-0.69, -2.09, 0.10], [0.56, 0.65, 0.45], [-0.05, 0.24, 0.20], [-0.19, -0.70, 0.03], [-0.06, 0.15, -0.31], [0.24, 0.24, 0.01], [-0.07, -0.03, -0.11], [-0.10, 0.01, -0.09], [0.10, -0.05, 0.03], [0.24, -0.09, -0.02], [-0.06, 0.01, 0.17], [-0.12, 0.09, 0.11], [0.09, -0.05, -0.05], [-0.12, 0.26, -0.03], [0.25, -0.07, 0.19], [-0.03, 0.62, -0.48], [-0.14, -0.30, -0.08], [-0.12, -0.12, 0.30], [-0.02, -0.13, -0.10], [-0.03, -0.09, -0.09], [-0.04, 0.11, 0.01], [-0.17, 0.11, 0.12], [0.16, 0.00, 0.04], [0.13, 0.01, 0.02], [-0.07, 0.07, 0.01], [0.09, -0.23, 0.08], [0.33, -0.16, 0.31], [0.24, 0.37, -0.75], [-0.41, -0.27, 0.05], [-0.24, 0.13, 0.50], [-0.12, -0.17, -0.10], [-0.12, -0.08, -0.01], [-0.03, 0.18, 0.03], [-0.04, 0.19, 0.16], [0.18, -0.11, -0.04], [0.24, -0.04, -0.04], [0.01, 0.16, 0.00], [0.07, -0.26, 0.05], [-0.26, -0.15, 0.16], [0.67, -0.10, 0.21], [0.03, -0.07, -0.30], [-0.22, 0.20, 0.05], [0.04, -0.04, -0.14], [0.03, -0.03, -0.10], [0.04, 0.06, 0.04], [0.08, 0.21, 0.06], [-0.08, -0.05, 0.14], [-0.09, -0.13, 0.07], [0.00, 0.12, 0.00], [-0.21, -0.06, -0.16], [0.16, 0.28, -0.07], [-0.51, -0.25, -0.47], [0.19, -0.21, 0.16], [-0.04, 0.11, 0.30], [0.09, -0.13, 0.02], [0.07, -0.12, 0.01], [-0.09, 0.03, 0.03], [-0.19, 0.06, 0.14], [0.07, 0.11, -0.10], [0.06, 0.08, -0.09], [-0.09, -0.01, 0.04], [0.25, 0.05, 0.04], [0.27, -0.15, 0.14], [0.09, 0.50, -0.59], [-0.26, -0.21, 0.01], [-0.10, 0.05, 0.12], [-0.12, -0.09, -0.06], [-0.09, -0.08, -0.07], [0.00, 0.10, 0.03], [-0.05, 0.19, 0.14], [0.14, -0.06, -0.01], [0.11, -0.05, -0.02], [-0.04, 0.09, 0.02], [0.03, -0.25, 0.05]], "mulliken_charge": [-0.308, -0.977, 1.001, 0.249, -0.555, 0.683, -0.417, 0.335, -0.255, -0.074, -0.539, -0.831, -0.208, -0.978, 1.045, 0.350, -0.772, -0.486, 0.400, 0.362, 0.334, 0.314, 0.422, 0.162, 0.217, 0.293, 0.355, 0.201, 0.316, 0.303, -0.909, 0.364, -1.101, -0.438, 0.044, 0.132, 0.444, 0.353, 0.243, 0.185, 0.426, 0.230, -0.909, 0.516, -1.355, -0.541, 0.355, 0.314, 0.011, 0.236, 0.344, 0.350, 0.347, 0.345, -1.201, 0.318, -0.586, -0.529, 0.275, 0.371, 0.279, 0.258, 0.249, -0.007, 0.258, 0.362, -1.099, 0.538, -1.256, -0.582, 0.232, 0.223, 0.379, 0.317, 0.353, 0.313, 0.211, 0.355, -1.380, 0.582, -1.369, -0.504, 0.351, 0.332, 0.376, 0.270, 0.344, 0.326, 0.377, 0.313, -1.399, 0.511, -1.347, -0.368, 0.343, 0.332, 0.398, 0.269, 0.312, 0.294, 0.420, 0.260]}

no.,LUMO (eV),orbital gap (eV),HOMO level (eV)
1,0.6,10.314,-9.7
2,-1.1,8.604,-9.7
3,-5.1,6.286,-11.4